Computed, not measured: a molecular structure, C6H6O6S2 in a non-equilibrium geometry, with ωB97M-V/def2-TZVPD.

- E_tot (Eh) = -1480.02161
- energy relative to the best compared isomer or geometry (same formula, charge and spin) (kJ/mol) = 0.0

Geometry as ORCA input:
```
! RIJCOSX wB97M-V def2-TZVPD def2/J DEFGRID3
* xyz -2 1
C -1.29 -0.08 -0.27
C -0.01 0.35 -0.56
C -1.43 -1.56 0.37
C -2.52 0.90 -0.06
C 0.59 2.63 0.81
C 1.42 -2.30 -0.34
O -0.78 -1.67 1.40
O -3.34 0.95 -1.00
O -1.98 -2.35 -0.34
O -2.37 1.62 0.94
O 2.50 0.07 0.14
O 1.72 -0.41 -2.19
S 0.55 2.08 -0.93
S 1.49 -0.47 -0.74
H 0.91 3.61 0.91
H 0.97 1.89 1.41
H -0.50 2.44 1.11
H 1.26 -2.33 0.70
H 0.42 -2.66 -0.68
H 2.37 -2.72 -0.66
*
```

***

Computed, not measured: a molecular structure, C6H6S in a non-equilibrium geometry, with ωB97M-V/def2-TZVPD.

- E_tot (Eh) = -630.20957
- energy relative to the best compared isomer or geometry (same formula, charge and spin) (kJ/mol) = 533.6

Geometry as ORCA input:
```
! RIJCOSX wB97M-V def2-TZVPD def2/J DEFGRID3
* xyz 0 1
C -1.22 0.14 -0.04
C 0.78 0.20 1.32
C 0.61 -1.03 0.85
C -0.26 1.24 0.07
C 0.44 -0.49 -1.58
C -0.13 -0.83 -0.43
S 0.30 1.29 -1.69
H -1.66 -0.36 0.84
H -1.89 0.05 -0.94
H 1.51 0.69 1.91
H 0.98 -1.92 1.29
H -0.62 2.09 0.46
H 1.16 -1.08 -2.06
*
```

***

Computed, not measured: a molecular structure, C6H76NO32 in a non-equilibrium geometry, with ωB97M-V/def2-TZVPD.

- E_tot (Eh) = -2735.88506
- energy relative to the best compared isomer or geometry (same formula, charge and spin) (kJ/mol) = 431.9

Geometry as ORCA input:
```
! RIJCOSX wB97M-V def2-TZVPD def2/J DEFGRID3
* xyz 1 1
C 3.17 3.09 -3.03
O 2.32 2.53 -2.09
C 2.47 1.15 -1.72
C 1.49 0.79 -0.58
N 1.55 -0.70 -0.33
H 1.22 -1.18 -1.02
H 2.51 -1.12 -0.19
C 0.97 -1.22 0.90
C -0.58 -1.00 1.10
O -0.97 -1.97 2.09
C -2.50 -1.98 2.33
H 4.12 2.79 -2.84
H 3.23 4.20 -3.29
H 2.94 2.36 -3.90
H 3.46 0.82 -1.71
H 2.12 0.57 -2.58
H 0.54 1.20 -0.67
H 2.17 1.23 0.28
H 1.53 -0.82 1.71
H 1.24 -2.40 1.00
H -1.22 -1.32 0.19
H -0.74 0.05 1.23
H -2.54 -0.93 2.91
H -2.83 -2.76 3.15
H -3.21 -1.96 1.52
O -0.59 -0.45 4.87
H -1.06 -0.84 5.66
H 0.03 -0.90 4.46
O 0.06 3.91 -3.44
H -0.71 4.25 -3.82
H 0.01 2.76 -3.45
O 3.70 -0.21 2.54
H 3.23 -0.78 3.08
H 3.79 0.46 3.21
O 0.57 -4.20 3.15
H 0.72 -4.97 3.57
H -0.17 -4.06 2.74
O -3.89 -0.09 4.36
H -4.55 -0.35 5.07
H -3.11 -0.56 4.88
O -1.84 2.90 2.72
H -2.69 2.65 2.54
H -1.30 2.72 1.98
O -6.05 -3.05 2.67
H -5.61 -2.80 3.68
H -6.79 -2.46 2.56
O -3.02 0.97 0.17
H -2.64 1.74 -0.11
H -3.36 1.08 1.09
O -4.85 -2.98 5.28
H -4.88 -3.83 5.66
H -3.86 -2.76 5.56
O 2.55 -1.71 -3.72
H 1.64 -2.09 -3.83
H 2.45 -1.01 -4.30
O 3.99 -1.66 -0.70
H 4.43 -1.98 0.10
H 4.48 -1.85 -1.45
O -3.11 -4.11 -1.10
H -3.33 -4.98 -1.25
H -3.98 -3.77 -0.72
O -3.07 -1.83 6.03
H -2.77 -2.70 6.13
H -2.98 -1.51 6.99
O 2.66 -4.84 1.23
H 2.09 -4.98 0.48
H 2.14 -4.71 1.97
O 2.34 0.45 -5.52
H 3.14 0.86 -5.79
H 1.78 0.60 -6.18
O 6.32 4.02 -2.27
H 5.98 5.04 -2.18
H 6.09 3.51 -1.44
O 6.61 -0.17 -0.92
H 5.89 -0.65 -1.26
H 7.21 -0.04 -1.76
O 5.25 6.64 -2.76
H 4.83 6.29 -3.49
H 5.70 7.41 -3.30
O 0.83 4.48 -0.75
H 0.92 4.43 -1.62
H 1.67 4.15 -0.24
O -5.59 -0.34 -0.69
H -5.35 -1.04 -1.25
H -4.87 -0.34 -0.15
O -1.65 2.82 -0.92
H -2.15 2.88 -1.74
H -0.99 3.41 -1.20
O -4.91 -4.15 0.42
H -5.46 -3.75 1.11
H -5.48 -4.15 -0.43
O -0.08 1.12 -4.13
H -0.30 0.43 -3.40
H 0.89 1.18 -4.17
O -3.11 -0.82 -1.82
H -3.43 -0.22 -1.17
H -3.99 -1.27 -2.01
O -2.57 -5.54 3.73
H -3.29 -5.94 3.29
H -2.11 -5.07 2.96
O -3.58 2.06 2.74
H -4.17 2.78 2.98
H -3.62 1.25 3.41
O -0.37 -1.29 -2.49
H -1.32 -1.16 -2.31
H -0.17 -2.15 -2.57
O 4.54 5.97 -5.38
H 3.61 5.94 -5.36
H 4.50 6.69 -5.99
O 1.92 -1.78 4.13
H 1.40 -2.48 3.66
H 1.75 -2.09 5.07
O 1.87 4.83 -5.92
H 1.32 4.50 -5.13
H 1.44 4.92 -6.84
*
```

***

Computed, not measured: a single C6H7BCl2O2 molecule in a non-equilibrium geometry, with ωB97M-V/def2-TZVPD.

- E_tot (Eh) = -1328.50267
- energy relative to the best compared isomer or geometry (same formula, charge and spin) (kJ/mol) = 168.5
- SMILES = OB1[C@H](O)C(Cl)=C[C@H]2C[C@@]12Cl

Geometry as ORCA input:
```
! RIJCOSX wB97M-V def2-TZVPD def2/J DEFGRID3
* xyz 0 1
B 0.60 -1.05 0.39
C -0.74 1.20 -0.48
C 0.73 1.33 -0.48
C -1.23 -1.08 0.43
C -1.59 0.24 -0.18
C 1.50 1.53 0.84
C 1.58 0.18 0.08
O -1.51 -2.21 -0.34
O 1.00 -2.28 0.14
Cl -3.31 0.71 -0.52
Cl 3.13 -0.07 -0.78
H -1.14 2.02 -0.89
H 1.17 1.81 -1.20
H -1.64 -1.13 1.41
H 2.32 2.09 0.76
H 0.87 1.53 1.73
H -2.10 -1.79 -1.01
H 0.36 -3.00 0.11
*
```

***

Computed, not measured: a single C6H7BF3NO2 molecule in a non-equilibrium geometry, with ωB97M-V/def2-TZVPD.

- E_tot (Eh) = -762.52962
- energy relative to the best compared isomer or geometry (same formula, charge and spin) (kJ/mol) = 132.9
- SMILES = C=C/C=C\N=C(\B(O)O)C(F)(F)F

Geometry as ORCA input:
```
! RIJCOSX wB97M-V def2-TZVPD def2/J DEFGRID3
* xyz 0 1
B -1.37 -1.59 0.63
C 2.25 1.07 -0.35
C 1.50 1.72 0.69
C 1.95 -0.14 -0.85
C 0.26 1.52 1.21
C -0.28 -0.75 -0.31
C -1.02 0.05 -1.40
N 0.97 -0.92 -0.30
O -2.65 -1.35 0.78
O -0.69 -2.48 1.39
F -2.17 0.57 -0.95
F -0.33 1.01 -2.10
F -1.50 -0.72 -2.40
H 3.23 1.33 -0.72
H 2.21 2.38 1.29
H 2.65 -0.77 -1.53
H 0.02 2.03 2.14
H -0.65 0.97 0.88
H -3.12 -0.69 0.15
H -1.26 -3.24 1.75
*
```

***

Computed, not measured: a single C6H7Br molecule in a non-equilibrium geometry, with ωB97M-V/def2-TZVPD.

- E_tot (Eh) = -2806.69226
- energy relative to the best compared isomer or geometry (same formula, charge and spin) (kJ/mol) = 239.7
- SMILES = C=C1[C@H](Br)C12CC2

Geometry as ORCA input:
```
! RIJCOSX wB97M-V def2-TZVPD def2/J DEFGRID3
* xyz 0 1
C -0.34 1.04 -0.16
C 0.13 2.19 0.28
C 1.19 -1.14 -0.42
C 0.38 -1.49 0.74
C -1.22 0.13 -0.82
C 0.01 -0.37 -0.21
Br -3.03 -0.24 0.08
H 0.98 2.28 0.92
H -0.30 3.14 0.42
H 2.10 -0.46 -0.17
H 1.21 -1.92 -1.18
H -0.35 -2.22 0.72
H 0.67 -1.13 1.68
H -1.45 0.17 -1.88
*
```

***

Number 1: E_LUMO 5.39 eV. Number 2: E_LUMO 0.53 eV. Number 3: E_LUMO -2.85 eV. Number 4: E_LUMO 0.48 eV. Number 5: E_LUMO 0.00 eV. Number 6: E_LUMO 0.27 eV.